Record 1
# C4H5NO2S

One molecule with the formula C4H5NO2S in a non-equilibrium geometry (ωB97M-V with the def2-TZVPD basis set, the Open Molecules 2025 dataset).

Properties
Max |F| ... 7.9 eV/Å
E_LUMO ... -0.62 eV
E_HOMO ... -9.005 eV
ΔE to the lowest compared entry with this formula, charge and spin ... 77.5 kcal per mole
Molecular weight ... 131.2 g/mol
Frontier orbital gap ... 0.308 Ha
SMILES string ... O=CCNC(=S)C=O

```
! wB97M-V def2-TZVPD RIJCOSX def2/J DEFGRID3
* xyz 0 1
O 2.401 0.761 0.309
C 1.793 1.023 -0.843
C 0.538 0.297 -1.215
N -0.067 0.014 0.094
C -1.177 -0.638 0.257
S -2.161 -1.213 -0.849
C -1.309 -0.858 1.762
O -0.554 -0.351 2.556
H 2.076 1.820 -1.695
H -0.208 1.056 -1.687
H 0.604 -0.498 -1.826
H 0.353 0.012 1.013
H -2.288 -1.425 2.123
*
```

Atomic partial charges in e from the Löwdin method, atoms 1 to 8: number 1, O, carries -0.022; number 2, C, carries -0.122; number 3, C, carries -0.146; number 4, N, carries -0.028; number 5, C, carries -0.905; number 6, S, carries 0.728; number 7, C, carries -0.224; number 8, O, carries 0.069


Record 2
# C6H9P

One molecule with the formula C6H9P in a non-equilibrium geometry (ωB97M-V with the def2-TZVPD basis set, the Open Molecules 2025 dataset).

Properties
Max |F| ... 5.3 eV/Å
E_LUMO ... 0.51 eV
E_HOMO ... -8.142 eV
ΔE to the lowest compared entry with this formula, charge and spin ... 90.0 kcal per mole
Molecular weight ... 112.1 g/mol
Frontier orbital gap ... 0.318 Ha
SMILES string ... C=C(C)C=P1=CC1

```
! wB97M-V def2-TZVPD RIJCOSX def2/J DEFGRID3
* xyz 0 1
C 0.464 0.896 -0.799
C 0.748 -0.462 -0.205
C 2.147 -0.788 0.184
C -0.314 -1.320 -0.061
P -2.034 -0.828 -0.301
C -1.806 0.959 -0.459
C -2.027 0.498 0.939
H 0.831 1.751 -0.212
H 0.329 1.020 -1.798
H 2.178 -1.533 1.106
H 2.755 0.104 0.366
H 2.684 -1.341 -0.751
H -0.026 -2.294 0.268
H -1.804 1.812 -1.156
H -1.114 0.638 1.567
H -3.011 0.888 1.312
*
```

Atomic partial charges in e from the Löwdin method, atoms 1 to 8: number 1, C, carries 0.010; number 2, C, carries -0.435; number 3, C, carries -0.099; number 4, C, carries -0.301; number 5, P, carries 0.897; number 6, C, carries -0.333; number 7, C, carries -0.415; number 8, H, carries 0.079


Record 3
# C11H15N3

One molecule with the formula C11H15N3 in a non-equilibrium geometry (ωB97M-V with the def2-TZVPD basis set, the Open Molecules 2025 dataset).

Properties
Max |F| ... 5.2 eV/Å
E_LUMO ... 0.73 eV
E_HOMO ... -7.724 eV
ΔE to the lowest compared entry with this formula, charge and spin ... 68.2 kcal per mole
Molecular weight ... 189.3 g/mol
Frontier orbital gap ... 0.311 Ha
SMILES string ... c1ccc(/N=N/N2CCCCC2)cc1

```
! wB97M-V def2-TZVPD RIJCOSX def2/J DEFGRID3
* xyz 0 1
C 4.426 -0.225 2.166
C 3.367 0.111 2.956
C 2.174 0.350 2.474
C 1.876 0.151 1.130
N 0.596 0.491 0.701
N 0.420 0.035 -0.495
N -0.713 0.426 -0.989
C -1.203 -0.260 -2.177
C -2.376 -1.251 -1.841
C -3.582 -0.385 -1.317
C -3.076 0.934 -0.633
C -1.764 0.852 0.011
C 2.955 -0.230 0.263
C 4.235 -0.339 0.755
H 5.499 -0.137 2.405
H 3.468 0.310 4.064
H 1.400 0.773 3.154
H -0.281 -0.631 -2.747
H -1.801 0.475 -2.804
H -1.983 -1.992 -1.122
H -2.762 -1.807 -2.808
H -4.215 -0.996 -0.521
H -4.369 -0.138 -2.064
H -3.097 1.587 -1.472
H -3.760 1.234 0.124
H -1.682 0.054 0.792
H -1.525 1.754 0.608
H 2.739 -0.462 -0.711
H 5.034 -0.682 0.099
*
```

Atomic partial charges in e from the Löwdin method, atoms 1 to 8: number 1, C, carries -0.095; number 2, C, carries -0.157; number 3, C, carries -0.088; number 4, C, carries -0.253; number 5, N, carries 0.047; number 6, N, carries 0.030; number 7, N, carries -0.152; number 8, C, carries -0.162


Record 4
# C32H51N4O2P2Pb

C32H51N4O2P2Pb as an isolated structure in a non-equilibrium geometry (ωB97M-V with the def2-TZVPD basis set, the Open Molecules 2025 dataset).

Properties
Max |F| ... 5.1 eV/Å
E_LUMO ... -2.66 eV
E_HOMO ... -8.406 eV
ΔE to the lowest compared entry with this formula, charge and spin ... 47.4 kcal per mole
Molecular weight ... 792.9 g/mol
Frontier orbital gap ... 0.211 Ha

```
! wB97M-V def2-TZVPD RIJCOSX def2/J DEFGRID3
* xyz 1 1
C -1.601 -1.553 -1.706
C 0.634 -2.100 -1.313
C -1.697 -2.452 -2.771
C 0.525 -3.169 -2.251
C -0.633 -3.337 -2.982
H -2.593 -2.462 -3.390
H 1.423 -3.758 -2.438
H -0.703 -4.120 -3.733
N -0.533 -1.498 -0.897
P -2.836 -0.172 0.324
P 2.685 -0.583 0.175
C -2.691 -0.500 -1.476
H -2.431 0.443 -1.995
H -3.636 -0.821 -1.938
C 1.942 -1.655 -0.990
H 2.687 -2.309 -1.457
C 4.078 0.156 -0.968
C 3.433 -1.516 1.777
C -3.690 1.492 0.402
C -3.840 -1.685 0.904
C 4.136 1.655 -0.638
H 4.464 1.832 0.396
H 4.860 2.134 -1.312
H 3.162 2.139 -0.785
C 5.428 -0.524 -0.747
H 5.818 -0.410 0.269
H 5.385 -1.590 -1.007
H 6.154 -0.056 -1.428
C 3.730 -0.038 -2.447
H 4.469 0.500 -3.057
H 3.771 -1.089 -2.747
H 2.742 0.354 -2.695
C 4.265 -0.488 2.562
H 3.647 0.361 2.888
H 4.673 -0.970 3.463
H 5.110 -0.086 1.994
C 2.317 -2.042 2.690
H 1.696 -1.244 3.119
H 1.668 -2.763 2.178
H 2.785 -2.564 3.541
C 4.247 -2.727 1.333
H 5.125 -2.470 0.738
H 4.611 -3.248 2.232
H 3.630 -3.427 0.756
C -4.470 -1.368 2.270
H -5.027 -2.254 2.612
H -3.704 -1.146 3.028
H -5.184 -0.536 2.216
C -2.878 -2.880 1.064
H -2.368 -3.124 0.125
H -2.125 -2.706 1.848
H -3.469 -3.760 1.365
C -4.920 -2.074 -0.113
H -5.529 -2.884 0.319
H -5.600 -1.250 -0.358
H -4.492 -2.462 -1.047
C -2.876 2.498 -0.437
H -2.947 2.296 -1.514
H -3.284 3.505 -0.265
H -1.817 2.507 -0.142
C -3.709 1.972 1.866
H -2.688 2.113 2.252
H -4.224 2.943 1.896
H -4.248 1.281 2.527
C -5.112 1.362 -0.156
H -5.124 0.977 -1.185
H -5.756 0.731 0.471
H -5.562 2.367 -0.175
Pb -0.349 -0.201 1.401
C -1.294 -1.545 3.817
O -1.461 -2.071 4.818
N 0.624 0.978 -0.431
C 0.863 1.013 -1.605
C 0.781 1.861 -2.776
C 0.508 3.217 -2.527
C 0.991 1.424 -4.100
C 0.504 4.146 -3.567
H 0.340 3.530 -1.492
C 1.010 2.365 -5.138
H 1.164 0.364 -4.302
C 0.776 3.719 -4.870
H 0.307 5.195 -3.336
H 1.220 2.046 -6.161
H 0.799 4.455 -5.671
N 0.170 1.433 4.678
C 0.105 2.316 3.646
N 0.500 3.583 3.912
O -0.268 1.995 2.485
H 0.377 1.803 5.595
H -0.288 0.527 4.596
H 0.497 4.256 3.156
H 0.819 3.849 4.833
*
```

Atomic partial charges in e from the Löwdin method, atoms 1 to 8: number 1, C, carries -0.383; number 2, C, carries -0.364; number 3, C, carries -0.068; number 4, C, carries -0.046; number 5, C, carries -0.075; number 6, H, carries 0.105; number 7, H, carries 0.110; number 8, H, carries 0.108


Record 5
# C3H6N4S

One molecule with the formula C3H6N4S (ωB97M-V with the def2-TZVPD basis set, the Open Molecules 2025 dataset).

Properties
Max |F| ... 0.8 eV/Å
E_LUMO ... 0.18 eV
E_HOMO ... -8.435 eV
ΔE to the lowest compared entry with this formula, charge and spin ... 76.5 kcal per mole
Molecular weight ... 130.2 g/mol
Frontier orbital gap ... 0.317 Ha
SMILES string ... C=NN(C=S)/C=N\N

```
! wB97M-V def2-TZVPD RIJCOSX def2/J DEFGRID3
* xyz 0 1
C -0.338 1.865 -0.299
N 0.712 1.226 0.050
N 0.783 -0.131 -0.239
C 1.986 -0.750 -0.129
S 3.418 -0.121 0.323
C -0.331 -0.876 -0.748
N -1.453 -1.002 -0.149
N -1.662 -0.361 1.027
H -1.185 1.392 -0.825
H -0.372 2.935 -0.062
H 1.895 -1.800 -0.395
H -0.196 -1.404 -1.710
H -0.839 -0.164 1.600
H -2.418 -0.810 1.557
*
```

Atomic partial charges in e from the Löwdin method, atoms 1 to 8: number 1, C, carries -0.024; number 2, N, carries 0.013; number 3, N, carries -0.211; number 4, C, carries -0.711; number 5, S, carries 0.612; number 6, C, carries -0.193; number 7, N, carries -0.032; number 8, N, carries 0.009


Record 6
# C16H29N3O9P2S2

C16H29N3O9P2S2 as an isolated structure in a non-equilibrium geometry (ωB97M-V with the def2-TZVPD basis set, the Open Molecules 2025 dataset).

Properties
Max |F| ... 7.6 eV/Å
E_LUMO ... -1.65 eV
E_HOMO ... -8.895 eV
Molecular weight ... 533.5 g/mol
Frontier orbital gap ... 0.266 Ha

```
! wB97M-V def2-TZVPD RIJCOSX def2/J DEFGRID3
* xyz 0 1
C 1.084 -1.588 3.076
N 0.073 -0.695 2.468
C 0.642 0.668 2.519
C -0.254 -1.082 1.155
O 0.329 -1.952 0.537
C -1.476 -0.409 0.423
C -2.460 0.043 1.511
C -2.726 1.354 1.812
S -1.983 2.711 0.900
C -3.663 1.616 2.912
C -4.288 0.657 3.625
C -4.053 -0.731 3.302
N -4.620 -1.778 3.887
S -3.948 -3.057 3.113
N -2.984 -2.329 2.031
C -3.118 -1.013 2.233
H 2.084 -1.157 2.878
H 1.012 -2.629 2.748
H 0.947 -1.528 4.170
H -0.107 1.449 2.358
H 1.519 0.805 1.863
H 0.997 0.804 3.555
H -1.066 0.429 -0.156
H -1.938 -1.153 -0.240
H -0.952 3.080 1.710
H -3.853 2.662 3.164
H -4.964 0.940 4.436
C 7.488 2.455 2.865
O 6.234 1.752 2.858
P 5.109 2.236 1.698
O 3.911 1.611 2.322
O 5.813 1.275 0.579
C 5.935 -0.120 0.834
O 4.330 3.092 0.500
C 5.006 3.396 -0.731
H 8.153 1.960 3.569
H 7.947 2.437 1.871
H 7.340 3.488 3.183
H 5.159 -0.479 1.510
H 6.918 -0.332 1.260
H 5.855 -0.644 -0.116
H 4.933 2.546 -1.407
H 6.051 3.650 -0.561
H 4.508 4.250 -1.188
C -1.906 -2.927 -3.573
O -2.306 -2.909 -4.956
P -3.921 -2.533 -5.259
O -3.986 -3.048 -6.652
O -3.614 -0.929 -5.193
C -2.655 -0.369 -6.080
O -5.549 -2.274 -5.022
C -5.995 -1.263 -4.105
H -0.827 -3.056 -3.526
H -2.173 -1.985 -3.083
H -2.389 -3.758 -3.057
H -2.566 -0.946 -6.999
H -1.683 -0.315 -5.585
H -2.971 0.645 -6.321
H -5.999 -0.294 -4.603
H -5.369 -1.224 -3.216
H -7.014 -1.504 -3.806
*
```

Atomic partial charges in e from the Löwdin method, atoms 1 to 8: number 1, C, carries -0.061; number 2, N, carries -0.144; number 3, C, carries -0.057; number 4, C, carries -0.440; number 5, O, carries 0.071; number 6, C, carries -0.046; number 7, C, carries -0.198; number 8, C, carries -0.527